Record 1
3 unconnected molecules or ions with the total composition C10H25BNO10S2. Source: the Open Molecules 2025 dataset; level of theory: the ωB97M-V functional and the def2-TZVPD basis.

Calculated values
Multiplicity   1
E_LUMO   1.7 eV
Gap between HOMO and LUMO   5.37 eV
Total energy   -55086.9556 eV
Net charge   -1
E_HOMO   -3.669 eV

Cartesian coordinates (Å):
C  3.7140  -2.4720  -2.7203
C  2.5636  -3.4772  -2.3268
B  2.2466  -4.5707  -3.4527
O  3.2478  -5.0951  -4.2944
C  0.7045  -5.0256  -3.6210
N  -0.0667  -3.9768  -4.3264
O  -1.3542  -3.7933  -3.8046
C  0.1228  -5.4795  -2.2367
O  0.0841  -6.7155  -2.0446
O  -0.2462  -4.6759  -1.3242
H  4.5924  -2.9822  -3.1836
H  3.3153  -1.7775  -3.4989
H  4.0833  -1.9021  -1.8332
H  1.6782  -2.8637  -2.0544
H  2.8388  -4.0528  -1.4033
H  3.0210  -6.0247  -4.4687
H  0.7229  -5.9324  -4.2851
H  0.4487  -3.1054  -4.4245
H  -1.3422  -2.9127  -3.3978
O  2.1502  0.5454  -2.0226
S  1.9896  1.4970  -0.9665
O  2.4675  1.2367  0.3574
O  0.4503  1.9307  -0.8923
C  -0.5363  0.8941  -0.7355
C  -0.5702  0.3472  0.6780
C  2.6363  3.0541  -1.4945
H  -0.3695  0.0972  -1.4639
H  -1.5009  1.3468  -0.9692
H  0.3538  -0.1791  0.9183
H  -1.3968  -0.3539  0.7994
H  -0.6790  1.1572  1.4010
H  2.2524  3.2787  -2.4868
H  3.7209  2.9675  -1.5199
H  2.3402  3.8175  -0.7782
O  -1.6235  2.8089  3.1157
S  -1.8047  3.7461  4.1825
O  -1.3399  3.4712  5.5082
O  -3.3517  4.1652  4.2462
C  -4.3298  3.1236  4.3783
C  -4.3733  2.5585  5.7855
C  -1.1686  5.3150  3.6819
H  -4.1504  2.3373  3.6413
H  -5.2948  3.5729  4.1409
H  -3.4480  2.0358  6.0285
H  -5.1970  1.8507  5.8897
H  -4.4946  3.3588  6.5175
H  -1.5441  5.5487  2.6885
H  -0.0829  5.2392  3.6671
H  -1.4798  6.0661  4.4048

Record 2
A molecular structure, C21H29N3O4S2. Source: the Open Molecules 2025 dataset; level of theory: the ωB97M-V functional and the def2-TZVPD basis.

Calculated values
Multiplicity   1
Energy above the lowest of the compared OMol25 structures with the same formula, charge and spin   577.34 kcal per mole
E_LUMO   -1.5 eV
Gap between HOMO and LUMO   6.98 eV
Total energy   -56554.9092 eV
E_HOMO   -8.501 eV

Cartesian coordinates (Å):
C  -6.4420  -1.1924  -1.0623
H  -5.9081  -1.0844  -2.1417
H  -6.7299  -2.1105  -1.0889
H  -7.2616  -0.5230  -1.0720
C  -5.4084  -1.1237  -0.2286
C  -4.3503  -2.0423  -0.1469
H  -3.9052  -1.9984  -1.0046
H  -3.5678  -1.7579  0.4470
H  -4.7272  -2.9430  -0.1826
H  -5.8555  -1.1031  0.9023
C  -4.9629  0.6880  -0.1776
N  -4.0487  0.8959  0.7376
S  -2.4985  1.3558  0.3047
O  -2.6277  2.3196  -0.7932
O  -2.0684  2.2299  1.4470
C  -1.5266  0.0888  0.2920
C  -1.0631  -0.4145  -1.0622
C  -0.2552  -1.3632  -1.2042
C  0.3799  -1.8551  -0.2352
C  -0.1577  -1.5767  1.2262
C  -1.0497  -0.5678  1.1892
H  -1.4371  -0.1399  2.4131
H  0.2439  -2.0749  2.0020
S  1.5259  -3.1248  -0.2070
O  1.6822  -3.2992  -2.0208
O  1.4543  -4.2110  0.5491
N  2.9849  -2.5910  0.0557
C  3.6808  -1.3054  -0.8535
N  3.5155  -0.1330  -0.2780
C  4.0918  -0.0142  1.0552
C  3.3040  -0.7773  1.9023
H  2.2193  -0.5946  1.8839
C  3.4090  -2.2880  1.4616
H  2.7186  -3.1388  1.9803
H  4.3821  -2.7469  1.5206
H  3.7689  -0.6191  2.9875
H  3.9916  1.0763  1.1125
H  5.1171  -0.2257  1.2606
C  2.3284  0.6452  -0.6300
C  2.3871  2.2244  -0.4421
C  3.7333  2.6448  -0.8413
C  3.6440  4.1689  -0.6806
C  2.6624  4.8178  -0.3518
C  1.5600  4.1022  0.1035
C  1.3767  2.9280  -0.0685
H  0.7330  2.3317  0.3529
H  0.8871  4.7190  0.5384
H  2.9930  5.7872  -0.2823
H  4.7100  4.6658  -1.3832
H  4.3122  2.1819  -1.3687
H  2.0700  0.4053  -1.7186
H  1.5590  0.3298  -0.0266
H  3.3856  -1.5209  -1.9088
H  4.7706  -1.8399  -0.7726
H  0.2272  -1.7009  -2.1442
H  -1.4430  0.4083  -1.7385
H  -4.3435  1.0724  1.6413
H  -5.8215  1.2023  -0.1257
H  -4.3497  0.7118  -1.1235

Record 3
C4H4N2 in the gas phase. Source: the Open Molecules 2025 dataset; level of theory: the ωB97M-V functional and the def2-TZVPD basis.

Calculated values
Multiplicity   1
Energy above the lowest of the compared OMol25 structures with the same formula, charge and spin   53.73 kcal per mole
E_LUMO   0.6 eV
Gap between HOMO and LUMO   11.06 eV
Total energy   -7190.3587 eV
SMILES string   C#C[C@H](N)C#N
E_HOMO   -10.433 eV

Cartesian coordinates (Å):
N  -1.2313  -0.9222  -0.2840
C  -0.4305  0.1210  0.3435
C  1.0329  -0.0012  0.1716
C  2.2219  -0.1044  0.0160
C  -0.8778  1.4454  -0.1520
N  -1.2328  2.4808  -0.5219
H  -0.8316  -1.1982  -1.1745
H  -1.2729  -1.7435  0.3055
H  -0.6557  0.1086  1.4180
H  3.2779  -0.1862  -0.1220

Record 4
10 unconnected molecules or ions with the total composition C47H45FN11O5S. Source: the Open Molecules 2025 dataset; level of theory: the ωB97M-V functional and the def2-TZVPD basis.

Calculated values
Multiplicity   1
E_LUMO   1.3 eV
Gap between HOMO and LUMO   7.33 eV
Total energy   -89642.7242 eV
Net charge   -1
E_HOMO   -6.052 eV

Cartesian coordinates (Å):
O  0.6431  0.5357  -1.5844
C  0.8236  1.7949  -2.0715
N  1.2124  3.1025  -2.2524
N  2.4092  3.2019  -2.9444
C  2.6007  2.0954  -3.9578
O  1.8780  2.1429  -5.1050
O  3.5548  0.9651  -3.8373
S  3.7897  3.4170  -1.8973
O  5.1006  3.5257  -2.7657
O  3.6150  4.8281  -1.2127
F  3.8852  2.1984  -0.6950
N  -0.5587  -3.6148  -1.2325
C  0.2378  -2.5238  -1.2553
C  1.6191  -2.5800  -1.3509
C  2.2234  -3.8305  -1.4239
C  1.4299  -4.9729  -1.4008
C  0.0566  -4.8150  -1.3067
H  -0.2806  -1.5715  -1.1925
H  2.2093  -1.6708  -1.3676
H  3.3037  -3.9144  -1.4985
H  1.8703  -5.9620  -1.4555
H  -0.6058  -5.6760  -1.2887
N  3.0827  -1.1743  3.6079
C  2.2382  -1.4155  2.5813
C  1.7367  -2.6702  2.2745
C  2.1266  -3.7462  3.0649
C  2.9969  -3.5300  4.1284
C  3.4420  -2.2382  4.3587
H  1.9661  -0.5446  1.9921
H  1.0590  -2.8054  1.4392
H  1.7552  -4.7449  2.8543
H  3.3201  -4.3475  4.7627
H  4.1196  -2.0177  5.1788
N  -1.6678  3.2638  -5.0412
C  -0.6310  4.0768  -5.3402
C  -0.6904  5.0837  -6.2904
C  -1.8838  5.2678  -6.9806
C  -2.9689  4.4451  -6.6963
C  -2.8139  3.4678  -5.7263
H  0.2792  3.8915  -4.7773
H  0.1731  5.7088  -6.4879
H  -1.9678  6.0460  -7.7335
H  -3.9125  4.5626  -7.2169
H  -3.6327  2.8029  -5.4660
N  -1.2733  -4.4155  6.3407
C  -2.5832  -4.7032  6.5050
C  -3.5181  -4.6487  5.4837
C  -3.0868  -4.2725  4.2160
C  -1.7442  -3.9683  4.0157
C  -0.8840  -4.0553  5.0985
H  -2.8711  -4.9882  7.5127
H  -4.5573  -4.8930  5.6722
H  -3.7909  -4.2171  3.3908
H  -1.3767  -3.6714  3.0400
H  0.1737  -3.8314  4.9922
N  -4.1774  -0.4691  6.4938
C  -3.4116  -1.3101  7.2230
C  -3.8313  -1.9103  8.3993
C  -5.1131  -1.6295  8.8605
C  -5.9249  -0.7658  8.1325
C  -5.4177  -0.2171  6.9657
H  -2.4187  -1.4950  6.8236
H  -3.1746  -2.5800  8.9429
H  -5.4766  -2.0802  9.7794
H  -6.9285  -0.5263  8.4655
H  -6.0139  0.4600  6.3604
N  0.8415  7.9470  -2.0318
C  0.4593  8.8470  -2.9641
C  1.1323  9.0530  -4.1578
C  2.2695  8.2935  -4.4118
C  2.6892  7.3597  -3.4700
C  1.9481  7.2231  -2.3072
H  -0.4317  9.4174  -2.7183
H  0.7787  9.7881  -4.8718
H  2.8239  8.4278  -5.3360
H  3.5716  6.7526  -3.6378
H  2.2330  6.5052  -1.5432
N  -1.8429  -0.8880  -7.5977
C  -1.0067  -1.9472  -7.5314
C  0.0344  -2.0513  -6.6229
C  0.2351  -1.0047  -5.7290
C  -0.6084  0.1005  -5.7739
C  -1.6245  0.1116  -6.7160
H  -1.2020  -2.7363  -8.2517
H  0.6736  -2.9268  -6.6129
H  1.0418  -1.0500  -5.0033
H  -0.4781  0.9326  -5.0914
H  -2.3114  0.9502  -6.7883
N  5.9988  -4.0031  6.1955
C  6.5606  -4.8271  7.1069
C  7.5638  -5.7356  6.8095
C  8.0178  -5.8083  5.4969
C  7.4575  -4.9740  4.5351
C  6.4614  -4.0954  4.9298
H  6.1702  -4.7349  8.1163
H  7.9806  -6.3712  7.5824
H  8.8020  -6.5091  5.2255
H  7.7890  -5.0067  3.5035
H  5.9953  -3.4210  4.2169
N  -5.0755  3.4431  -3.4244
C  -4.3097  2.6021  -2.6953
C  -4.7294  2.0019  -1.5189
C  -6.0112  2.2827  -1.0577
C  -6.8230  3.1464  -1.7857
C  -6.3157  3.6952  -2.9525
H  -3.3167  2.4172  -3.0946
H  -4.0727  1.3322  -0.9753
H  -6.3747  1.8320  -0.1388
H  -7.8265  3.3859  -1.4527
H  -6.9119  4.3722  -3.5578

Record 5
A molecular structure, C3H4KMgO2. Source: the Open Molecules 2025 dataset; level of theory: the ωB97M-V functional and the def2-TZVPD basis.

Calculated values
Multiplicity   1
Energy above the lowest of the compared OMol25 structures with the same formula, charge and spin   0.00 kcal per mole
E_LUMO   -15.6 eV
Gap between HOMO and LUMO   6.16 eV
Total energy   -29005.3507 eV
Net charge   +3
E_HOMO   -21.810 eV

Cartesian coordinates (Å):
O  0.9028  -0.3075  1.5983
K  -0.3189  -0.4584  -1.8687
C  -0.3959  0.0056  1.7140
C  -0.4887  1.2891  1.1888
H  -0.9929  -0.6322  2.3657
H  -0.0609  2.2464  1.4887
H  -1.4390  1.4586  0.6693
Mg  1.8536  -1.9365  2.2643
C  -0.1483  -1.1842  -4.9277
O  -0.0239  -1.4688  -6.0058
H  1.1121  0.9880  1.5130

Record 6
A molecular structure, C32H48AsNO4P2RuS4. Source: the Open Molecules 2025 dataset; level of theory: the ωB97M-V functional and the def2-TZVPD basis.

Calculated values
Multiplicity   6
Energy above the lowest of the compared OMol25 structures with the same formula, charge and spin   0.00 kcal per mole
E_LUMO (spin up / spin down)   2.5 / 2.4 eV
Gap between HOMO and LUMO (spin up / spin down)   6.11 / 6.45 eV
Total energy   -168985.0152 eV
⟨S²⟩   8.77
Net charge   -1
E_HOMO (spin up / spin down)   -3.645 / -4.003 eV

Cartesian coordinates (Å):
Ru  0.2673  -0.1941  0.9432
O  -3.6261  1.9370  1.7111
C  -2.8167  1.0554  1.4258
O  -1.5850  1.0116  1.7361
C  -3.3436  -0.1356  0.5875
P  -2.0892  -1.4526  0.4815
C  -2.5166  -2.5885  1.8414
C  -3.2538  -2.1745  2.9476
C  -3.5564  -3.0710  3.9647
C  -3.1159  -4.3848  3.8951
C  -2.3444  -4.7939  2.8134
C  -2.0406  -3.9002  1.7979
C  -2.6061  -2.3926  -0.9963
C  -3.7600  -3.1752  -1.0345
C  -4.1411  -3.8031  -2.2094
C  -3.3742  -3.6515  -3.3594
C  -2.2251  -2.8770  -3.3287
C  -1.8387  -2.2528  -2.1492
H  -3.5320  0.2261  -0.4250
H  -4.2997  -0.4846  0.9813
H  -3.5917  -1.1485  3.0241
H  -4.1390  -2.7374  4.8147
H  -3.3596  -5.0840  4.6857
H  -1.9809  -5.8129  2.7580
H  -1.4358  -4.2224  0.9568
H  -4.3569  -3.2960  -0.1378
H  -5.0374  -4.4109  -2.2310
H  -3.6722  -4.1442  -4.2768
H  -1.6177  -2.7665  -4.2183
H  -0.9223  -1.6745  -2.1059
O  6.1906  -2.4342  -1.9092
C  5.2039  -2.1625  -1.2666
S  3.6328  -2.9343  -1.4854
C  2.7584  -2.0493  -0.2391
C  3.4575  -1.1241  0.4497
S  2.8711  -0.0880  1.7219
S  5.1498  -0.9320  -0.0012
S  1.0599  -2.4233  -0.0712
C  -1.8983  2.0412  -1.9756
C  -0.8459  3.1379  -1.7327
C  -0.8790  4.1356  -2.8938
C  -1.2837  3.8482  -0.4411
P  0.8111  2.2867  -1.4078
N  0.5781  1.0441  -0.4971
C  1.9916  3.4986  -0.5745
C  3.4219  2.9379  -0.6149
C  1.6336  3.5598  0.9202
C  1.9963  4.9135  -1.1620
C  1.5532  1.7076  -3.0449
C  2.1657  2.8000  -3.9265
C  0.4627  0.9900  -3.8532
C  2.6025  0.6270  -2.7314
H  -2.8897  2.4645  -1.7930
H  -1.7427  1.2178  -1.2797
H  -1.8831  1.6492  -2.9893
H  -1.8758  4.5867  -2.9299
H  -0.7060  3.6573  -3.8578
H  -0.1583  4.9440  -2.7788
H  -2.3174  4.1801  -0.5684
H  -0.6828  4.7294  -0.2219
H  -1.2660  3.1719  0.4153
H  3.4564  1.9209  -0.2220
H  4.0417  3.5607  0.0372
H  3.8674  2.9630  -1.6070
H  1.7270  2.5723  1.3694
H  0.6348  3.9341  1.1219
H  2.3527  4.2265  1.4072
H  2.2177  4.9265  -2.2297
H  2.7780  5.4903  -0.6576
H  1.0545  5.4353  -1.0000
H  1.4546  3.5896  -4.1718
H  2.4893  2.3438  -4.8675
H  3.0420  3.2592  -3.4740
H  -0.2671  1.6746  -4.2829
H  -0.0567  0.2517  -3.2410
H  0.9456  0.4618  -4.6803
H  3.4940  1.0107  -2.2432
H  2.9130  0.1676  -3.6748
H  2.1744  -0.1455  -2.0920
C  -0.0732  -2.6348  5.3109
As  1.0515  -1.7388  4.0307
C  2.0261  -3.1560  3.1827
C  2.2674  -0.7107  5.1081
O  0.0500  -0.7920  3.1048
H  0.5301  -3.2084  6.0150
H  -0.7496  -3.2957  4.7722
H  -0.6586  -1.8854  5.8410
H  2.4550  -3.7830  3.9664
H  2.7998  -2.7333  2.5466
H  1.3325  -3.7246  2.5655
H  2.7527  -1.3653  5.8326
H  1.6911  0.0557  5.6241
H  3.0052  -0.2530  4.4539

Record 7
15 unconnected molecules or ions with the total composition C2H32O15. Source: the Open Molecules 2025 dataset; level of theory: the ωB97M-V functional and the def2-TZVPD basis.

Calculated values
Multiplicity   1
Energy above the lowest of the compared OMol25 structures with the same formula, charge and spin   0.00 kcal per mole
E_LUMO   0.2 eV
Gap between HOMO and LUMO   9.24 eV
Total energy   -33308.3888 eV
E_HOMO   -9.047 eV

Cartesian coordinates (Å):
C  -1.1898  0.9924  -1.1251
C  -0.5354  0.0950  -0.3874
O  0.0790  0.5184  0.7308
H  -1.6803  0.7524  -2.0610
H  -1.2567  2.0285  -0.8848
H  -0.4410  -0.9719  -0.6186
H  0.5372  -0.1970  1.2372
H  -3.5016  -0.7318  2.3176
H  -2.3178  0.1680  1.8730
O  -2.7379  -0.7194  1.7410
H  2.9322  0.2047  1.6628
H  2.8987  1.5640  0.8132
O  2.9923  1.1760  1.7430
H  1.6668  1.8151  2.5661
H  0.6006  1.8997  3.7598
O  0.8056  2.2308  2.8685
H  0.3477  -2.0949  2.0508
H  1.6986  -1.6575  2.8379
O  1.2278  -1.5674  2.0021
H  0.6961  2.6720  -3.2236
H  1.6697  1.8300  -2.4369
O  1.2567  1.9079  -3.3141
H  -0.0127  -0.3607  -4.7970
H  0.3738  0.5176  -3.5283
O  -0.1662  -0.2936  -3.8691
H  0.3709  2.9332  1.3239
H  0.5245  4.2127  0.4956
O  0.2205  3.2840  0.4276
H  -1.9884  -2.9798  -0.6304
H  -0.4707  -3.1253  -0.9422
O  -1.1979  -3.5424  -0.4558
H  -0.8502  1.7329  2.3709
H  -1.7662  2.1499  1.2808
O  -1.8160  1.7768  2.1632
H  0.7617  -3.1373  -2.9169
H  0.5539  -1.5801  -2.9774
O  0.9719  -2.2995  -2.4658
H  1.3169  2.1227  -0.3616
H  2.0223  0.7692  -0.6953
O  2.1424  1.7315  -0.7495
H  -3.0624  -1.2622  0.1269
H  -2.9250  -1.0024  -1.3946
O  -3.1337  -1.6824  -0.7600
H  -1.6311  -2.0306  2.1315
H  -1.0806  -3.1765  1.2056
O  -1.0073  -2.7860  2.1123
H  1.9240  -1.3726  0.3896
H  1.9327  -1.5284  -1.1833
O  2.2444  -0.9854  -0.4530

Record 8
2 unconnected molecules or ions with the total composition C8H14N2O4. Source: the Open Molecules 2025 dataset; level of theory: the ωB97M-V functional and the def2-TZVPD basis.

Calculated values
Multiplicity   1
Energy above the lowest of the compared OMol25 structures with the same formula, charge and spin   149.46 kcal per mole
E_LUMO   0.8 eV
Gap between HOMO and LUMO   9.50 eV
Total energy   -19687.8075 eV
SMILES string   NC(=O)C(O)=C1CCC1.C/C=[N+](\[O-])O
E_HOMO   -8.725 eV

Cartesian coordinates (Å):
C  -0.4993  -1.8636  0.2829
C  3.0908  0.8471  0.3520
C  2.6664  0.2453  -1.0346
C  1.9374  0.0720  1.0531
C  1.6114  -0.5862  -0.2813
C  -3.6848  0.4294  -0.0095
C  -2.4536  0.9851  -0.7026
C  0.5647  -1.2731  -0.6856
N  -0.3126  -1.7865  1.6041
N  -1.4742  1.4047  -0.0221
O  -1.4513  -2.4259  -0.2121
O  -0.4870  1.8313  -0.9059
O  -1.2042  1.3614  1.1632
O  0.4203  -1.5490  -1.9875
H  4.1738  0.5855  0.7404
H  2.9558  1.9149  0.3409
H  2.2511  0.9502  -1.7093
H  3.5686  -0.4050  -1.5532
H  2.1275  -0.6578  1.9039
H  1.2523  0.8262  1.3224
H  0.4732  1.7813  -0.5259
H  -3.5535  1.0350  0.9216
H  -3.4644  -0.5849  0.1240
H  -4.5696  0.7187  -0.4935
H  -2.4336  1.2520  -1.8032
H  0.0404  -1.0435  2.1338
H  -1.1007  -2.1919  2.2039
H  -0.4447  -1.8726  -2.2200

Which molecular weight belongs to each record? In order, 394.25; 451.61; 80.09; 895.01; 135.47; 876.95; 296.26; 202.21 g/mol.
Which largest force on an atom belongs to each record? In order, 0.0504; 0.3473; 0.0217; 0.2260; 0.0716; 0.0038; 0.0397; 0.0857 hartree/bohr.